A single C4H4N2O2 molecule at a distorted geometry. Source: the Open Molecules 2025 dataset; level of theory: ωB97M-V/def2-TZVPD.

Summary:
SMILES: N/C=C1\OC=NC1=O
Energy relative to the best compared isomer or geometry (same formula, charge and spin): 117.1 kcal per mole
Molecular weight: 112.1 g mol⁻¹
LUMO: -1.0 eV

Positions of all 12 atoms, in Å:
H (2.130, -1.134, 0.680)
O (-0.645, -1.225, -0.023)
H (-2.822, -1.863, 0.325)
H (1.453, 1.573, -0.407)
C (1.162, 0.563, -0.222)
O (-1.008, 2.141, 0.104)
N (-2.300, 0.231, -0.301)
C (-1.268, 0.910, -0.102)
C (-0.046, 0.036, -0.104)
N (2.241, -0.283, -0.228)
C (-2.078, -1.067, -0.092)
H (3.182, 0.118, 0.369)